A structure of composition C10H20CeN2PS at a distorted geometry, computed with ωB97M-V/def2-TZVPD.

* gap between HOMO and LUMO (alpha / beta): 5.10 / 6.10 eV
* multiplicity: 2

Geometry (Å):
1 C -0.36290 -0.67299 -4.38581
2 C -0.62690 0.12231 -5.50201
3 C -0.40940 1.51151 -5.57131
4 C 0.14070 2.26041 -4.50851
5 C 0.46190 1.65851 -3.29961
6 Ce -0.04430 -0.06569 -2.55691
7 P 0.14060 -2.29229 -1.76921
8 H -0.62930 -1.74049 -4.49781
9 H -1.00040 -0.37229 -6.41141
10 H -0.62090 2.02341 -6.51891
11 H 1.06450 2.24651 -2.57291
12 H 0.40660 3.30971 -4.70211
13 H 1.37820 -2.65819 -1.16261
14 H 0.11090 -3.34199 -2.73531
15 H -0.67390 -2.97379 -0.80811
16 C 1.08490 1.77731 3.97449
17 C -0.35710 1.35631 3.69189
18 N -0.60050 1.29701 2.25849
19 C 0.07610 0.46781 1.29339
20 S 0.45030 1.23711 -0.10411
21 N 0.62730 -0.82579 1.57659
22 C 0.38730 -1.61119 2.77679
23 C -1.09390 -1.95709 2.94859
24 H 1.80690 1.03741 3.57419
25 H 1.24040 1.87521 5.06949
26 H 1.28860 2.76311 3.50149
27 H -0.62350 0.42521 4.21349
28 H -1.01290 2.14261 4.12979
29 H -1.15710 2.08261 1.88729
30 H 1.22060 -1.25769 0.85379
31 H 0.94890 -2.56969 2.70129
32 H 0.79000 -1.09279 3.66509
33 H -1.45140 -2.55769 2.08789
34 H -1.22720 -2.54959 3.87979
35 H -1.73320 -1.05489 3.02289

An isolated molecule of CH3F3Si at a distorted geometry, computed with ωB97M-V/def2-TZVPD.

* gap between HOMO and LUMO: 10.09 eV
* energy above the lowest of the compared OMol25 structures with the same formula, charge and spin: 630.1 kJ/mol
* SMILES: F[SiH2]C(F)F
* multiplicity: 1

Geometry (Å):
1 F -2.65101 -0.22725 0.23738
2 Si -1.07034 0.03011 -0.23777
3 C 1.04060 -0.01327 0.44935
4 F 1.48809 -1.19692 0.00932
5 F 1.63400 1.03403 -0.15551
6 H -0.88994 -1.18680 -0.91419
7 H -0.92264 1.38245 -0.93377
8 H 1.37123 0.17765 1.54518

A cluster of 11 separate species, C22H54BF4N5O12S4 in total at a distorted geometry, computed with ωB97M-V/def2-TZVPD.

* net charge: +2
* gap between HOMO and LUMO: 7.56 eV
* multiplicity: 1

Geometry (Å):
1 N 2.23847 -0.09840 3.83672
2 H 1.59635 -0.36483 3.10405
3 H 1.68949 0.65327 4.22878
4 H 3.15062 0.07251 3.43813
5 H 2.33342 -0.83735 4.51866
6 N 3.90417 2.81556 1.15648
7 H 3.27948 2.52869 0.41651
8 H 4.30372 2.08749 1.73126
9 H 3.32942 3.39387 1.75257
10 H 4.70338 3.37620 0.89755
11 N 2.41283 2.58243 -3.74459
12 H 2.42301 2.47303 -4.74859
13 H 1.61840 2.10894 -3.33864
14 H 2.22712 3.55920 -3.56702
15 H 3.23018 2.29352 -3.22634
16 N -1.83885 -3.16624 1.99964
17 H -1.95066 -3.16920 3.00343
18 H -2.64999 -2.84965 1.48786
19 H -1.58827 -4.10894 1.73770
20 H -1.06482 -2.54520 1.81178
21 N -1.45368 1.24799 -4.78890
22 H -1.69176 2.11508 -5.24888
23 H -1.08362 1.43259 -3.86744
24 H -0.75252 0.90964 -5.43233
25 H -2.27582 0.66132 -4.79020
26 C 1.27450 0.72860 0.58364
27 C 0.10439 0.01452 0.83905
28 C -1.10882 -0.04843 -0.11362
29 O -2.06559 -0.89214 0.04615
30 C -1.15132 0.61678 -1.31498
31 C 0.02754 1.41694 -1.67831
32 C 1.25550 1.57253 -0.60916
33 O 2.14201 2.39011 -0.72460
34 O 0.09452 1.99027 -2.76355
35 O 0.08750 -0.59691 1.99429
36 H 2.15041 0.69093 1.21433
37 H -1.93652 0.39797 -2.02349
38 B 5.58083 0.20739 2.36539
39 F 6.02682 1.48452 2.41857
40 F 6.19653 -0.59143 3.26395
41 F 4.24546 0.25638 2.56927
42 F 5.90666 -0.27179 1.09509
43 C 3.91969 -3.42560 -0.54080
44 C 3.54229 -4.91478 -0.18684
45 C 3.57519 -4.92988 1.35725
46 S 2.49374 -3.47325 1.79949
47 O 2.97557 -2.85143 2.99205
48 O 1.09960 -3.82569 1.54134
49 C 3.06905 -2.46552 0.33765
50 H 3.72061 -3.26984 -1.60108
51 H 4.99931 -3.33898 -0.41823
52 H 4.34130 -5.55535 -0.56013
53 H 2.55906 -5.24224 -0.52468
54 H 4.56181 -4.69219 1.75497
55 H 3.15743 -5.82382 1.82034
56 H 3.75664 -1.73846 0.76975
57 H 2.23404 -1.84014 0.02181
58 C -1.69655 2.91083 2.54911
59 C -0.33827 3.62206 2.44993
60 C -0.17880 4.11223 3.89357
61 S -0.52900 2.64402 4.99877
62 O -1.21388 3.18797 6.18798
63 O 0.67398 1.81069 5.08514
64 C -1.76142 1.95617 3.77229
65 H -1.96439 2.42365 1.61156
66 H -2.45794 3.67271 2.71622
67 H -0.40150 4.45475 1.74941
68 H 0.55200 3.04115 2.20898
69 H -0.90181 4.88620 4.15114
70 H 0.84171 4.28640 4.23463
71 H -2.73911 2.02740 4.24888
72 H -1.39678 0.94530 3.58984
73 C -0.39927 -2.80008 -2.69423
74 C -0.55129 -3.58719 -1.32561
75 C -1.85126 -4.37408 -1.31594
76 S -2.12887 -4.86028 -3.06766
77 O -3.56875 -5.06130 -3.30546
78 O -1.17021 -5.95234 -3.43811
79 C -1.47532 -3.27401 -3.74252
80 H 0.65396 -2.92388 -2.94618
81 H -0.68339 -1.78243 -2.42636
82 H -0.45684 -2.97718 -0.42725
83 H 0.20526 -4.36805 -1.24820
84 H -2.62396 -3.66855 -1.01055
85 H -1.96072 -5.20318 -0.61686
86 H -2.33060 -2.59888 -3.77044
87 H -1.13481 -3.29758 -4.77771
88 C -4.25040 3.47616 -0.69152
89 C -4.87021 2.01766 -0.63064
90 C -5.88834 1.79504 -1.81364
91 S -5.22951 2.87366 -3.18356
92 O -6.28654 3.79419 -3.60183
93 O -4.55615 2.06603 -4.17431
94 C -3.92904 3.76274 -2.19640
95 H -3.30380 3.56154 -0.15789
96 H -4.73415 4.30657 -0.17722
97 H -5.30348 1.65062 0.29977
98 H -4.02183 1.33330 -0.63469
99 H -6.79823 2.32091 -1.52438
100 H -6.06853 0.76711 -2.12827
101 H -3.62025 4.77296 -2.46509
102 H -3.07798 3.09885 -2.34818

A cluster of 2 separate species, C5H8O2S in total at a distorted geometry, computed with ωB97M-V/def2-TZVPD.

* gap between HOMO and LUMO: 9.11 eV
* energy above the lowest of the compared OMol25 structures with the same formula, charge and spin: 180.8 kJ/mol
* SMILES: O/C=C\S.CC=C=O
* multiplicity: 1

Geometry (Å):
1 O -3.85520 0.66636 -0.25086
2 C -2.76414 0.27188 -0.92551
3 C -1.67953 -0.28925 -0.40329
4 S -1.56837 -0.65987 1.34046
5 H -3.70712 0.52728 0.69674
6 H -2.84298 0.45665 -1.98813
7 H -0.83596 -0.58955 -0.99609
8 H -0.31390 -0.23405 1.49227
9 C 2.56103 -0.86546 0.42729
10 C 1.93154 0.22863 -0.39605
11 C 1.71367 1.41935 0.05674
12 O 1.46108 2.46912 0.49534
13 H 3.51556 -1.15525 -0.00541
14 H 1.91491 -1.74365 0.44727
15 H 2.72570 -0.52819 1.44727
16 H 1.74370 0.02602 -1.43805

A structure of composition C12H29NO4PPtS3, computed with ωB97M-V/def2-TZVPD.

* net charge: +2
* gap between HOMO and LUMO (alpha / beta): 7.25 / 7.08 eV
* energy above the lowest of the compared OMol25 structures with the same formula, charge and spin: 123.9 kJ/mol
* multiplicity: 2

Geometry (Å):
1 Pt 0.24187 -0.14543 0.61387
2 C -4.73001 2.51957 1.03015
3 C -4.61280 1.13670 0.44730
4 O -4.09502 0.19585 1.46516
5 P -2.61796 -0.22402 1.63150
6 S -1.18109 1.23652 1.72664
7 S -1.76057 -1.07977 -0.00314
8 O -2.57949 -1.12515 2.87701
9 C -3.75277 -1.74884 3.55305
10 C -3.23099 -2.52949 4.72476
11 H -5.02691 3.21128 0.24179
12 H -3.78110 2.86240 1.44309
13 H -5.48227 2.55169 1.81604
14 H -3.95682 1.09101 -0.42301
15 H -5.57687 0.71626 0.17655
16 H -4.25498 -2.37919 2.82136
17 H -4.42162 -0.94484 3.84999
18 H -2.55162 -3.31666 4.40243
19 H -4.07522 -2.99140 5.23665
20 H -2.71549 -1.87935 5.42955
21 C -1.00204 2.68396 -4.02651
22 C 0.20346 2.31753 -3.16999
23 S 0.03456 0.63010 -2.55522
24 O 0.88818 0.63640 -1.24547
25 C 1.03968 -0.28875 -3.73601
26 C 2.53306 -0.02605 -3.63857
27 H -0.86996 3.69655 -4.40409
28 H -1.92588 2.65322 -3.45083
29 H -1.10667 2.02527 -4.88914
30 H 0.28049 2.92643 -2.26934
31 H 1.13816 2.38920 -3.72350
32 H 0.62252 -0.01416 -4.70885
33 H 0.79292 -1.33595 -3.55569
34 H 2.80705 0.95944 -4.01020
35 H 3.05520 -0.76561 -4.24372
36 H 2.88199 -0.11141 -2.61070
37 C 5.17001 -1.45347 0.25307
38 N 3.73932 -1.34598 0.57814
39 C 2.78985 -2.19133 -0.13981
40 C 3.28771 -0.49892 1.48369
41 C 4.22113 0.33985 2.29311
42 O 2.04112 -0.40311 1.72263
43 H 5.27140 -2.01011 -0.67279
44 H 5.70871 -1.98205 1.03831
45 H 5.60640 -0.46846 0.11025
46 H 3.33634 -2.92206 -0.72734
47 H 2.18096 -1.59526 -0.82694
48 H 2.14293 -2.71894 0.56026
49 H 5.23136 -0.05186 2.34252
50 H 3.80992 0.42378 3.29663
51 H 4.25189 1.34461 1.86536

A structure of composition C19H28AuN4O3Se, computed with ωB97M-V/def2-TZVPD.

* net charge: -1
* gap between HOMO and LUMO: 6.26 eV
* energy above the lowest of the compared OMol25 structures with the same formula, charge and spin: 45.2 kJ/mol
* multiplicity: 1

Geometry (Å):
1 Au -3.71190 -0.52531 2.44775
2 N -3.12735 1.52356 2.35906
3 C -1.97459 1.65562 3.30992
4 C -1.10178 0.37529 3.24759
5 O -0.04572 0.44680 2.56882
6 N -1.67162 -0.62434 3.87132
7 C -1.23157 -1.97144 3.61185
8 C -2.29622 -2.96750 3.05401
9 O -1.94684 -4.14297 2.99738
10 O -3.47815 -2.57400 2.66214
11 H -2.78905 1.64121 1.40439
12 H -3.82735 2.23448 2.53230
13 H -2.38506 1.76899 4.31100
14 H -1.37556 2.52716 3.04231
15 H -0.88056 -2.45246 4.52934
16 H -0.39303 -2.01299 2.90998
17 C 0.92262 3.00139 0.52721
18 C 0.60219 3.85512 -0.70195
19 C -0.61910 3.40238 -1.51166
20 C -0.38672 2.26349 -2.50252
21 N 0.21762 1.08090 -1.91695
22 C -0.44171 0.18946 -1.11933
23 Se -2.22900 0.13264 -0.74517
24 N 0.47960 -0.69674 -0.66162
25 C 0.20650 -1.73311 0.33869
26 C -0.51427 -2.97219 -0.17055
27 C 0.21918 -3.77944 -1.24243
28 C 0.13598 -3.18881 -2.65087
29 C 1.72622 -0.37634 -1.16517
30 C 2.96813 -0.96941 -1.00498
31 C 4.04357 -0.38774 -1.66047
32 C 3.88213 0.74996 -2.45291
33 C 2.63702 1.34151 -2.61690
34 C 1.56340 0.75551 -1.96583
35 H 1.65340 3.50237 1.16488
36 H 1.33962 2.02906 0.27518
37 H 0.03567 2.80857 1.13069
38 H 1.48057 3.91948 -1.35532
39 H 0.40802 4.87752 -0.36479
40 H -1.00353 4.24183 -2.09960
41 H -1.41822 3.10335 -0.82970
42 H 0.27478 2.58808 -3.30827
43 H -1.33723 1.95746 -2.94045
44 H -0.35490 -1.24117 1.13044
45 H 1.17473 -1.99897 0.76652
46 H -1.50337 -2.68327 -0.53014
47 H -0.69124 -3.59771 0.70893
48 H -0.21219 -4.78350 -1.26349
49 H 1.26976 -3.91108 -0.95498
50 H -0.90171 -2.95882 -2.90410
51 H 0.51631 -3.89096 -3.39670
52 H 0.71078 -2.26762 -2.75007
53 H 3.09355 -1.85033 -0.39051
54 H 5.02798 -0.82409 -1.55285
55 H 4.74337 1.18091 -2.94667
56 H 2.51685 2.22820 -3.22480

The ion C4H8NO2 with charge -2 at a distorted geometry, computed with ωB97M-V/def2-TZVPD.

* net charge: -2
* gap between HOMO and LUMO (alpha / beta): 2.77 / 8.02 eV
* energy above the lowest of the compared OMol25 structures with the same formula, charge and spin: 0.0 kJ/mol
* multiplicity: 2

Geometry (Å):
1 C 0.34222 -0.30114 -0.07714
2 N -0.59076 -1.32611 -0.57055
3 C 0.03739 -2.50958 -1.20677
4 O -0.82803 -3.32381 -1.63092
5 O 1.26519 -2.60151 -1.19472
6 C -0.48372 0.79832 0.62006
7 C 0.30492 2.04737 0.96513
8 H 0.87579 0.21778 -0.88929
9 H 1.04383 -0.79698 0.58519
10 H -1.33149 -0.92784 -1.13716
11 H -1.28225 1.04645 -0.08313
12 H -0.95464 0.34826 1.50110
13 H 0.55161 2.56074 0.02174
14 H -0.20148 2.81236 1.57925
15 H 1.25144 1.95571 1.51722

A cluster of 2 separate species, C9H22P2 in total at a distorted geometry, computed with ωB97M-V/def2-TZVPD.

* gap between HOMO and LUMO: 9.21 eV
* energy above the lowest of the compared OMol25 structures with the same formula, charge and spin: 0.0 kJ/mol
* SMILES: CCP(C)#P(CC)CC.C=C
* multiplicity: 1

Geometry (Å):
1 C -2.27417 -0.17518 -1.80351
2 C -2.18166 0.46657 -0.52289
3 P -0.48355 0.64046 0.22267
4 C -1.20123 1.19547 1.93089
5 P 0.01553 -1.29044 1.14115
6 C 0.55117 -2.02584 -0.45919
7 C -0.39306 -3.10125 -0.77934
8 C 1.67413 -0.65708 1.74949
9 C 2.53311 -1.89869 2.08540
10 H -3.00895 -1.03040 -1.65112
11 H -2.73332 0.41516 -2.56905
12 H -1.36727 -0.59611 -2.22004
13 H -2.78220 -0.04737 0.18107
14 H -2.58733 1.39795 -0.48617
15 H -1.05927 0.27178 2.50824
16 H -2.11851 1.68216 1.83900
17 H -0.60533 2.16178 2.23247
18 H 0.47565 -1.27786 -1.26671
19 H 1.53851 -2.37276 -0.36413
20 H -0.47681 -3.78425 0.03958
21 H -1.39158 -2.63283 -0.91272
22 H -0.09594 -3.75239 -1.71309
23 H 2.06137 -0.07539 1.02162
24 H 1.34524 -0.03994 2.65207
25 H 2.70299 -2.11655 3.15656
26 H 1.99871 -2.71474 1.72980
27 H 3.48258 -1.89832 1.53260
28 C 1.23044 4.48717 -1.68547
29 C 0.94249 3.22140 -1.43007
30 H 1.06086 5.07464 -2.63586
31 H 1.58331 5.16864 -0.86307
32 H 1.12846 2.72646 -0.56848
33 H 0.43561 2.57777 -2.09171